# 1
ORCA calculation (ωB97M-V with the def2-TZVPD basis set) on an isolated molecule of C5H9ClFNO3S in a non-equilibrium geometry.

Geometry as XYZ:
```
21
C5H9ClFNO3S ωB97M-V with the def2-TZVPD basis set
C 2.76 0.09 0.37
C 1.67 0.02 -0.89
Cl 2.33 1.25 -2.16
C 0.18 0.58 -0.48
N -0.56 -0.26 0.53
C -2.02 0.12 0.67
C -2.31 1.73 0.77
O -3.59 2.13 0.98
S -0.63 -1.97 0.02
O -1.91 -2.70 0.52
O 0.65 -2.76 0.42
F -0.67 -2.00 -1.72
H 3.82 0.27 -0.15
H 2.56 1.04 1.02
H 2.84 -0.91 0.96
H 1.67 -1.02 -1.44
H 0.37 1.66 0.00
H -0.48 0.80 -1.46
H -2.64 -0.30 -0.24
H -2.52 -0.36 1.64
H -1.51 2.59 0.64
```

Values from the calculation:
net charge = 0
SMILES = C[C@H](Cl)CN(CC=O)S(=O)(=O)F
strongest force on any atom = 0.17094 hartree/bohr
E_tot = -39033.057 eV
multiplicity = 1
Kohn-Sham gap = 0.365 hartree

# 2
ORCA calculation (ωB97M-V with the def2-TZVPD basis set) on a structure of composition C39H29MnNO2P in a non-equilibrium geometry.

Geometry as XYZ:
```
73
C39H29MnNO2P ωB97M-V with the def2-TZVPD basis set
Mn -1.03 -0.85 -0.55
N 1.60 -0.75 -0.73
C 2.47 -0.90 0.42
C 3.80 -1.23 0.16
C 4.74 -1.39 1.16
C 4.33 -1.22 2.47
C 3.01 -0.91 2.74
C 2.03 -0.72 1.75
C 0.62 -0.42 2.22
C 0.44 0.14 3.50
C -0.83 0.31 4.04
C -1.94 -0.10 3.32
C -1.75 -0.64 2.05
C -0.49 -0.77 1.44
H 1.88 -1.38 -1.46
H 1.67 0.19 -1.10
H 4.09 -1.37 -0.88
H 5.77 -1.65 0.91
H 5.04 -1.36 3.29
H 2.71 -0.84 3.78
H 1.29 0.49 4.07
H -0.94 0.77 5.02
H -2.94 0.01 3.74
H -2.63 -0.96 1.51
O -4.29 -0.50 -0.88
C -3.36 0.19 -1.24
O -2.32 -0.22 -1.91
C -3.39 1.70 -0.98
C -4.64 2.31 -0.95
C -4.75 3.68 -0.83
C -3.62 4.46 -0.73
C -2.37 3.85 -0.71
C -2.24 2.47 -0.80
P -0.58 1.66 -0.72
C 0.27 2.56 0.63
C -0.43 3.00 1.76
C 0.25 3.51 2.86
C 1.64 3.57 2.87
C 2.35 3.11 1.77
C 1.67 2.60 0.67
C 0.20 2.33 -2.26
C 0.02 1.58 -3.42
C 0.48 2.05 -4.65
C 1.14 3.26 -4.73
C 1.33 4.01 -3.58
C 0.86 3.55 -2.35
H -5.51 1.68 -1.05
H -5.73 4.15 -0.81
H -3.70 5.54 -0.66
H -1.48 4.46 -0.62
H -1.50 2.92 1.79
H -0.31 3.84 3.72
H 2.16 3.96 3.73
H 3.43 3.12 1.77
H 2.24 2.24 -0.18
H -0.50 0.63 -3.35
H 0.31 1.46 -5.54
H 1.50 3.62 -5.68
H 1.85 4.96 -3.63
H 1.01 4.15 -1.47
C -0.69 -2.89 -0.86
C -0.57 -4.10 -0.86
C -0.45 -5.54 -0.84
C -0.98 -6.29 0.22
C -0.89 -7.67 0.23
C -0.26 -8.35 -0.81
C 0.29 -7.61 -1.85
C 0.20 -6.23 -1.87
H -1.47 -5.76 1.03
H -1.32 -8.23 1.06
H -0.19 -9.43 -0.80
H 0.79 -8.13 -2.67
H 0.62 -5.66 -2.68
```

Values from the calculation:
net charge = -1
energy above the lowest of the compared OMol25 structures with the same formula, charge and spin = 92.0 kJ/mol
strongest force on any atom = 0.04196 hartree/bohr
E_tot = -87108.516 eV
multiplicity = 6
⟨S²⟩ = 8.766
Kohn-Sham gap (spin up / spin down) = 0.209 / 0.270 hartree

# 3
ORCA calculation (ωB97M-V with the def2-TZVPD basis set) on a cluster of 11 separate species, C32H91N5O17 in total in a non-equilibrium geometry.

Geometry as XYZ:
```
145
C32H91N5O17 ωB97M-V with the def2-TZVPD basis set
C 1.67 -4.89 -2.00
C 0.91 -3.91 -1.09
O -0.24 -3.41 -1.78
O 2.87 -5.16 -1.22
H 1.88 -4.46 -2.98
H 0.97 -5.69 -2.24
H 1.56 -3.18 -0.60
H 0.41 -4.45 -0.28
H -0.49 -2.60 -1.33
H 3.65 -4.93 -1.72
C -2.56 5.08 4.37
C -3.95 4.62 4.50
O -4.82 5.71 4.28
O -2.11 5.38 3.05
H -2.05 4.29 4.92
H -2.38 5.97 4.96
H -4.18 4.13 5.45
H -4.02 3.81 3.78
H -5.02 5.79 3.35
H -1.75 4.62 2.57
C -1.17 5.74 -2.94
C -0.62 5.05 -1.66
O 0.63 5.55 -1.35
O -0.57 5.40 -4.22
H -1.09 6.81 -2.78
H -2.22 5.49 -3.12
H -0.67 3.96 -1.69
H -1.28 5.37 -0.86
H 1.00 5.89 -2.17
H -1.20 5.58 -4.92
C 3.22 3.00 -2.46
C 3.72 4.49 -2.30
O 3.38 5.05 -0.99
O 3.48 2.40 -3.74
H 2.15 3.07 -2.25
H 3.58 2.31 -1.70
H 3.09 5.12 -2.92
H 4.77 4.64 -2.54
H 2.46 4.82 -0.82
H 4.41 2.54 -3.96
C 3.84 -0.82 -2.82
C 3.14 -1.16 -4.11
O 2.96 0.04 -4.97
O 5.13 -0.35 -3.21
H 4.04 -1.58 -2.06
H 3.23 -0.08 -2.31
H 2.21 -1.69 -3.86
H 3.61 -1.89 -4.77
H 3.14 0.87 -4.52
H 5.68 -1.12 -3.37
C -0.49 -3.36 -5.08
C 0.17 -2.34 -6.02
O -0.48 -2.17 -7.23
O -0.59 -4.66 -5.57
H -1.48 -3.01 -4.78
H 0.06 -3.50 -4.14
H 1.17 -2.76 -6.07
H 0.39 -1.42 -5.47
H -0.51 -3.00 -7.71
H -1.44 -5.04 -5.33
C -1.03 -0.15 2.19
C -1.09 1.08 1.24
C -1.40 0.66 -0.27
O -0.40 -0.16 -0.89
C -0.25 -0.10 -2.34
N -2.13 1.97 1.72
H -0.55 -0.97 1.68
H -2.04 -0.48 2.43
H -0.62 0.02 3.19
H -0.10 1.53 1.21
H -1.64 1.55 -0.85
H -2.35 0.15 -0.42
H -1.18 0.08 -2.87
H 0.10 -1.10 -2.57
H 0.54 0.63 -2.52
H -2.55 2.49 0.95
H -2.80 1.30 2.05
C -1.90 -2.40 4.71
C -2.90 -1.81 5.63
C -2.98 -0.32 5.40
O -1.63 0.05 5.56
C -1.45 1.44 5.76
N -4.17 -2.57 5.53
H -0.91 -2.01 4.93
H -2.33 -2.19 3.73
H -1.71 -3.41 5.05
H -2.44 -2.08 6.59
H -3.55 0.24 6.14
H -3.39 -0.06 4.43
H -0.42 1.63 6.04
H -2.14 1.90 6.47
H -1.56 1.85 4.75
H -4.84 -2.14 6.15
H -4.01 -3.43 6.03
C 2.86 0.61 0.68
C 3.79 1.83 1.06
C 3.14 2.86 2.01
O 1.99 3.46 1.57
C 1.14 3.95 2.59
N 4.93 1.30 1.62
H 2.02 0.89 0.04
H 2.33 0.19 1.54
H 3.48 -0.17 0.24
H 4.04 2.45 0.19
H 3.78 3.69 2.32
H 3.07 2.30 2.94
H 0.21 4.33 2.16
H 1.51 4.77 3.20
H 0.79 3.25 3.35
H 4.83 0.56 0.94
H 5.71 1.83 1.26
C -3.93 -2.79 -2.68
C -4.68 -2.56 -3.97
C -6.26 -2.55 -3.73
O -7.15 -2.43 -4.88
C -8.52 -2.63 -4.52
N -4.24 -1.25 -4.51
H -3.94 -1.95 -1.98
H -2.93 -2.93 -3.09
H -4.25 -3.64 -2.08
H -4.51 -3.41 -4.64
H -6.52 -1.79 -2.99
H -6.41 -3.50 -3.22
H -9.21 -2.24 -5.27
H -8.66 -2.16 -3.54
H -8.74 -3.69 -4.41
H -3.24 -1.26 -4.59
H -4.35 -0.61 -3.74
C 5.87 -3.01 2.17
C 4.79 -3.15 3.20
C 3.34 -2.66 2.71
O 2.31 -3.00 3.62
C 2.18 -2.05 4.74
N 4.90 -4.63 3.37
H 6.87 -3.15 2.59
H 5.83 -2.04 1.67
H 5.74 -3.65 1.29
H 5.12 -2.62 4.09
H 3.06 -3.02 1.72
H 3.39 -1.57 2.68
H 3.13 -1.60 5.02
H 1.92 -2.75 5.54
H 1.41 -1.29 4.65
H 4.19 -4.97 2.75
H 4.46 -4.75 4.27
```

Values from the calculation:
net charge = 0
SMILES = COC[C@H](C)N.COC[C@H](C)N.COC[C@H](C)N.COC[C@H](C)N.COC[C@H](C)N.OCCO.OCCO.OCCO.OCCO.OCCO.OCCO
energy above the lowest of the compared OMol25 structures with the same formula, charge and spin = 717.9 kJ/mol
strongest force on any atom = 0.10397 hartree/bohr
E_tot = -76906.246 eV
multiplicity = 1
Kohn-Sham gap = 0.350 hartree